(1)
Computed, not measured: C12H40AlB4O6S3 as an isolated structure at a distorted geometry, with ωB97M-V/def2-TZVPD.

```
66
Properties=species:S:1:pos:R:3
Al -0.237 1.979 -1.310
B 0.742 4.986 -0.972
H 1.330 5.128 -0.078
H -0.184 4.569 -0.609
H 0.620 5.939 -1.464
H 1.310 4.293 -1.573
B 1.645 1.954 -3.669
H 1.498 1.102 -3.022
H 1.980 2.849 -3.169
H 2.351 1.704 -4.446
H 0.676 2.064 -4.131
B -1.493 4.437 -3.241
H -1.865 4.918 -2.350
H -0.519 4.057 -2.971
H -2.109 3.599 -3.529
H -1.344 5.087 -4.089
B -2.255 2.421 1.011
H -1.196 2.627 1.028
H -2.807 3.134 1.603
H -2.584 2.513 -0.013
H -2.592 1.422 1.239
C -3.991 -3.405 -0.240
C -3.766 -2.927 1.212
C -2.536 -1.951 1.239
S -1.914 -1.901 -0.496
O -1.160 -3.069 -0.895
O -1.290 -0.608 -0.785
C -3.589 -2.187 -1.167
H -5.027 -3.589 -0.525
H -3.543 -4.368 -0.483
H -3.509 -3.839 1.751
H -4.596 -2.559 1.814
H -1.648 -2.172 1.831
H -2.734 -0.929 1.562
H -3.343 -2.357 -2.216
H -4.274 -1.339 -1.135
C 0.706 -1.316 3.811
C -0.669 -0.773 4.369
C -0.880 0.658 3.738
S 0.614 1.110 2.824
O 1.169 2.353 3.323
O 0.348 0.873 1.394
C 1.691 -0.178 3.593
H 0.594 -1.905 2.901
H 1.153 -2.144 4.360
H -0.344 -0.589 5.393
H -1.453 -1.530 4.348
H -0.975 1.412 4.520
H -1.814 0.891 3.227
H 2.047 0.146 4.571
H 2.513 -0.245 2.880
C 4.467 -2.021 -1.894
C 3.446 -3.099 -2.318
C 2.068 -2.657 -1.846
S 2.296 -1.419 -0.513
O 1.933 -1.871 0.826
O 1.883 -0.087 -0.867
C 4.148 -1.546 -0.529
H 4.499 -1.072 -2.429
H 5.496 -2.345 -2.052
H 3.686 -4.025 -1.796
H 3.400 -3.325 -3.383
H 1.388 -3.409 -1.446
H 1.467 -2.156 -2.605
H 4.272 -2.510 -0.036
H 4.806 -0.801 -0.081
```

Calculated values
HOMO-LUMO gap in eV: 4.112
Highest occupied orbital energy in eV: -5.37
LUMO in eV: -1.25
Net charge: -1
Multiplicity: 1
Calculated total energy in Eh: -2468.36531
Energy above the lowest of the compared OMol25 structures with the same formula, charge and spin in kcal per mole: 114.7

(2)
Computed, not measured: a 10-piece molecular cluster, C16H48F3O12S overall at a distorted geometry, with ωB97M-V/def2-TZVPD.

```
80
Properties=species:S:1:pos:R:3
C 1.024 -0.869 -1.372
F 2.098 -1.663 -1.068
F 1.062 -0.388 -2.648
F -0.101 -1.648 -1.234
S 0.928 0.694 -0.188
O -0.183 1.505 -0.729
O 0.679 0.161 1.180
O 2.215 1.334 -0.398
O 0.137 0.666 -5.190
H -0.702 1.013 -4.888
H 0.763 0.934 -4.517
O 4.253 1.963 1.482
H 3.797 1.869 2.319
H 3.557 1.928 0.825
O 2.220 2.836 -3.178
H 2.344 2.775 -2.231
H 2.682 2.076 -3.531
O 0.518 4.153 -0.248
H 0.493 3.244 -0.549
H 1.177 4.157 0.446
C 0.742 5.354 3.734
C 0.540 3.877 4.174
C 0.075 2.976 3.095
O 1.707 3.390 4.819
H 1.680 5.572 3.224
H 0.423 6.096 4.466
H 0.114 5.563 2.868
H -0.218 3.942 4.955
H -0.005 1.931 3.393
H 0.936 3.007 2.426
H -0.841 3.305 2.604
H 1.390 2.632 5.316
C -3.589 1.119 -2.795
C -2.708 2.338 -3.073
C -2.715 3.351 -2.003
O -1.431 1.834 -3.293
H -3.668 0.584 -3.742
H -4.567 1.327 -2.362
H -3.123 0.399 -2.123
H -3.044 2.642 -4.064
H -3.674 3.763 -1.688
H -2.089 4.178 -2.336
H -2.185 3.045 -1.100
H -1.088 1.741 -2.402
C 2.663 -2.334 2.576
C 1.429 -2.535 3.464
C 1.868 -2.997 4.855
O 0.845 -1.167 3.589
H 3.134 -3.262 2.253
H 3.489 -1.763 3.001
H 2.397 -1.858 1.632
H 0.708 -3.194 2.981
H 2.656 -2.398 5.311
H 2.330 -3.981 4.764
H 1.129 -2.995 5.656
H 0.955 -0.714 2.750
C -3.803 -2.854 2.754
C -2.322 -2.423 2.674
C -1.530 -2.674 1.385
O -2.106 -1.111 2.977
H -4.359 -2.335 1.973
H -4.414 -2.591 3.617
H -3.879 -3.908 2.485
H -1.838 -3.047 3.426
H -2.007 -2.198 0.528
H -1.507 -3.747 1.194
H -0.544 -2.265 1.607
H -1.162 -0.982 2.857
C -0.516 -3.533 -3.998
C 0.574 -3.027 -4.956
C 1.194 -4.256 -5.645
O 0.191 -2.074 -5.894
H -0.144 -4.336 -3.362
H -1.357 -3.939 -4.560
H -0.893 -2.863 -3.225
H 1.310 -2.472 -4.373
H 2.024 -3.939 -6.276
H 0.433 -4.831 -6.173
H 1.479 -4.850 -4.775
H -0.049 -1.257 -5.451
```

Calculated values
HOMO-LUMO gap in eV: 9.995
Highest occupied orbital energy in eV: -7.34
LUMO in eV: 2.66
Net charge: -1
Multiplicity: 1
Calculated total energy in Eh: -2239.15641
Energy above the lowest of the compared OMol25 structures with the same formula, charge and spin in kcal per mole: 18.8

(3)
Computed, not measured: C31H30AsFN2O2RuS as an isolated structure, with ωB97M-V/def2-TZVPD.

```
69
Properties=species:S:1:pos:R:3
Ru -0.247 0.704 -1.160
O -1.778 -0.097 -2.970
S -2.028 -1.374 -2.294
O -2.340 -2.546 -3.040
N -0.577 -1.480 -1.445
C 0.430 -2.257 -1.835
C 0.305 -3.548 -2.426
C 1.423 -4.305 -2.726
C 2.691 -3.820 -2.460
C 2.879 -2.531 -1.883
C 4.163 -2.014 -1.630
C 4.273 -0.755 -1.098
C 3.105 -0.026 -0.855
N 1.883 -0.483 -1.080
C 1.771 -1.738 -1.572
C -3.233 -1.133 -1.064
C -3.881 0.092 -0.961
C -4.918 0.218 -0.048
C -5.281 -0.860 0.746
C -4.621 -2.080 0.632
C -3.600 -2.233 -0.289
H -0.682 -3.944 -2.606
H 1.302 -5.289 -3.158
H 3.563 -4.419 -2.692
H 5.041 -2.605 -1.856
H 5.234 -0.315 -0.875
H 3.176 0.976 -0.451
H -3.605 0.913 -1.610
H -5.451 1.156 0.031
H -6.094 -0.758 1.452
H -4.925 -2.921 1.241
H -3.116 -3.192 -0.415
C -2.047 1.194 2.129
As -0.462 0.531 1.283
C -0.394 -1.315 1.809
C 1.040 1.381 2.163
C 1.006 1.198 3.657
C 0.364 2.132 4.464
C 0.307 1.948 5.838
C 0.895 0.830 6.414
C 1.544 -0.101 5.615
C 1.600 0.083 4.241
H -1.918 1.095 3.208
H -2.892 0.598 1.793
H -2.207 2.238 1.866
H -0.433 -1.353 2.899
H 0.527 -1.777 1.458
H -1.253 -1.829 1.382
H 1.016 2.436 1.884
H 1.939 0.940 1.726
H -0.081 3.019 4.026
H -0.185 2.683 6.459
H 0.859 0.693 7.486
H 2.017 -0.965 6.063
H 2.127 -0.640 3.628
F 2.415 2.365 -5.669
C 1.749 2.484 -4.529
C 0.377 2.319 -4.540
C -0.300 2.462 -3.340
C 0.388 2.738 -2.139
C -0.329 2.777 -0.875
C 1.799 2.891 -2.191
C 2.479 2.782 -3.373
H -0.137 2.114 -5.467
H -1.381 2.386 -3.321
H -1.380 3.057 -0.896
H 0.210 3.188 -0.027
H 2.329 3.143 -1.279
H 3.547 2.934 -3.446
```

Calculated values
HOMO-LUMO gap (alpha / beta) in eV: 7.337 / 5.250
Highest occupied orbital energy (alpha / beta) in eV: -13.69 / -13.79
LUMO (alpha / beta) in eV: -6.36 / -8.54
Net charge: +2
Multiplicity: 5
Calculated total energy in Eh: -4287.40409

(4)
Computed, not measured: C14H23BrILuN5O4P2 as an isolated structure at a distorted geometry, with ωB97M-V/def2-TZVPD.

```
51
Properties=species:S:1:pos:R:3
C 2.333 -0.603 3.582
C 1.734 -0.050 2.279
C 1.466 -0.944 1.060
I 2.824 -2.830 1.473
C 0.048 -1.310 0.651
P -0.534 -2.913 1.489
N 0.134 -2.995 2.878
C -1.039 -0.282 1.179
O -1.268 -0.118 2.339
N -1.625 0.268 0.090
C -0.752 0.215 -1.099
C -1.647 0.397 -2.332
C -1.106 0.036 -3.691
O -1.657 -0.667 -4.452
Br 0.681 0.690 -4.177
C 0.329 1.305 -0.912
C -0.287 2.716 -0.996
O -0.272 3.296 -2.043
N -0.842 3.179 0.221
C 0.105 4.086 0.907
C -2.181 3.802 0.036
C -0.260 -1.280 -0.893
N -1.415 -2.175 -1.061
C -1.646 -2.913 -2.026
O -1.859 -3.648 -2.898
P 1.035 -1.855 -2.055
N 1.560 -3.413 -1.757
H 3.413 -0.760 3.497
H 1.806 -1.489 3.932
H 2.211 0.157 4.358
H 0.793 0.433 2.535
H 2.435 0.715 1.924
H 1.976 -0.513 0.197
H -0.014 -3.862 0.579
H -1.920 -2.953 1.370
H -0.508 -3.076 3.662
H -2.069 1.162 0.294
H -2.528 -0.244 -2.219
H -1.995 1.434 -2.380
H 1.108 1.267 -1.678
H 0.799 1.217 0.069
H 0.186 5.044 0.387
H -0.269 4.273 1.916
H 1.088 3.616 0.996
H -2.480 3.804 -1.014
H -2.187 4.829 0.405
H -2.934 3.250 0.609
H 2.136 -0.996 -1.961
H 0.584 -1.789 -3.365
H 0.973 -3.794 -1.005
Lu 3.535 -3.719 -0.901
```

Calculated values
HOMO-LUMO gap in eV: 3.781
Highest occupied orbital energy in eV: -16.71
LUMO in eV: -12.93
Net charge: +3
Multiplicity: 1
Calculated total energy in Eh: -5910.75321

(5)
Computed, not measured: a 5-piece molecular cluster, C12H36N2O5 overall at a distorted geometry, with ωB97M-V/def2-TZVPD.

```
55
Properties=species:S:1:pos:R:3
C -0.714 3.057 -1.434
O 0.371 3.934 -1.651
C 1.581 3.214 -1.563
C 2.840 4.050 -1.966
C 2.878 4.236 -3.517
N 4.004 3.351 -1.483
H -0.866 2.205 -2.098
H -1.622 3.650 -1.541
H -0.529 2.557 -0.483
H 1.745 3.131 -0.489
H 1.670 2.213 -1.985
H 2.781 5.004 -1.443
H 3.819 4.651 -3.880
H 2.146 4.928 -3.932
H 2.773 3.258 -3.987
H 4.804 3.918 -1.727
H 4.048 3.208 -0.484
C -4.332 1.893 0.777
O -4.272 0.542 0.288
C -2.954 0.067 0.455
C -2.777 -1.411 -0.045
C -3.169 -2.509 1.043
N -1.382 -1.590 -0.359
H -3.535 2.592 0.520
H -4.363 1.822 1.864
H -5.246 2.417 0.497
H -2.307 0.697 -0.155
H -2.645 0.187 1.493
H -3.440 -1.626 -0.883
H -2.889 -3.504 0.698
H -4.247 -2.549 1.201
H -2.611 -2.395 1.972
H -1.218 -1.054 -1.199
H -1.168 -2.498 -0.746
C 1.450 -3.966 -0.673
C 0.014 -4.488 -0.595
O -0.807 -4.094 -1.653
H 1.970 -4.421 0.170
H 1.525 -2.883 -0.572
H 1.861 -4.210 -1.653
H -0.440 -3.977 0.254
H -0.137 -5.555 -0.434
H -0.638 -4.662 -2.408
C 0.501 0.326 1.735
O 0.280 -1.074 1.980
H 0.896 0.732 2.666
H 1.288 0.353 0.982
H -0.396 0.810 1.349
H -0.307 -1.320 1.261
C 2.630 -2.371 3.965
O 1.456 -1.680 4.487
H 2.345 -2.914 3.064
H 3.555 -1.809 3.836
H 2.842 -3.115 4.733
H 0.942 -1.333 3.753
```

Calculated values
Structure (SMILES): COC[C@H](C)N.COC[C@H](C)N.CCO.CO.CO
HOMO-LUMO gap in eV: 9.915
Highest occupied orbital energy in eV: -9.40
LUMO in eV: 0.51
Multiplicity: 1
Calculated total energy in Eh: -964.39300
Energy above the lowest of the compared OMol25 structures with the same formula, charge and spin in kcal per mole: 41.5

(6)
Computed, not measured: a 9-piece molecular cluster, C43H95BF4N5O7 overall at a distorted geometry, with ωB97M-V/def2-TZVPD.

```
155
Properties=species:S:1:pos:R:3
C 18.346 18.836 43.272
C 17.548 19.353 44.460
C 16.109 19.527 44.070
N 15.111 19.592 45.211
C 14.827 18.321 45.973
C 15.491 20.694 46.217
C 14.225 21.072 46.986
C 13.067 20.844 46.021
C 13.729 20.212 44.750
H 18.060 19.217 42.290
H 18.211 17.756 43.208
H 19.425 18.987 43.281
H 17.935 20.343 44.704
H 17.569 18.620 45.268
H 15.821 18.764 43.346
H 16.183 20.465 43.520
H 14.362 17.596 45.303
H 14.044 18.502 46.709
H 15.765 17.887 46.319
H 16.378 20.402 46.783
H 15.973 21.473 45.624
H 14.096 20.425 47.852
H 14.396 22.096 47.319
H 12.244 20.244 46.408
H 12.568 21.758 45.697
H 13.097 19.460 44.278
H 13.927 20.939 43.963
C 5.864 19.731 47.858
C 6.833 19.086 46.827
C 7.710 18.101 47.590
N 8.920 17.428 46.904
C 9.793 18.490 46.223
C 8.420 16.391 45.861
C 8.796 15.013 46.309
C 9.175 15.188 47.763
C 9.766 16.569 47.839
H 5.006 19.088 48.050
H 5.539 20.709 47.504
H 6.288 19.916 48.846
H 7.387 19.924 46.406
H 6.283 18.494 46.095
H 7.129 17.343 48.115
H 8.240 18.673 48.354
H 9.142 19.025 45.534
H 10.591 17.979 45.686
H 10.197 19.166 46.976
H 8.946 16.680 44.951
H 7.343 16.428 45.708
H 9.610 14.609 45.709
H 7.860 14.458 46.255
H 9.957 14.468 48.007
H 8.346 15.068 48.460
H 10.787 16.475 47.467
H 9.778 16.996 48.842
C 11.990 13.145 52.836
C 13.254 13.519 52.011
C 13.000 14.625 51.010
N 14.269 14.914 50.204
C 15.411 15.707 50.976
C 13.824 15.746 48.968
C 14.207 15.023 47.667
C 15.360 14.113 48.050
C 14.891 13.689 49.475
H 11.865 13.982 53.523
H 12.119 12.276 53.479
H 11.074 13.128 52.246
H 13.736 12.659 51.545
H 14.012 13.812 52.740
H 12.576 15.526 51.454
H 12.211 14.338 50.312
H 15.073 16.703 51.255
H 16.195 15.878 50.236
H 15.857 15.102 51.763
H 14.335 16.704 49.054
H 12.772 16.026 48.980
H 14.339 15.702 46.825
H 13.453 14.332 47.280
H 16.218 14.779 48.159
H 15.585 13.335 47.323
H 15.576 13.113 50.094
H 14.119 12.954 49.240
C 5.359 23.722 49.303
C 6.718 22.963 49.366
C 7.877 23.846 48.820
N 9.278 23.266 49.188
C 9.574 21.808 48.678
C 10.324 24.262 48.560
C 10.839 25.143 49.762
C 10.909 24.115 50.869
C 9.571 23.358 50.718
H 5.488 24.765 49.592
H 4.583 23.221 49.878
H 4.997 23.827 48.279
H 6.720 22.029 48.801
H 6.851 22.541 50.364
H 7.849 24.843 49.258
H 7.892 23.845 47.730
H 10.633 21.710 48.904
H 9.322 21.858 47.618
H 8.896 21.046 49.058
H 11.143 23.643 48.193
H 9.972 24.852 47.715
H 11.767 25.644 49.493
H 10.034 25.799 50.094
H 11.729 23.400 50.796
H 10.968 24.527 51.876
H 9.594 22.378 51.193
H 8.723 23.954 51.053
C 12.729 19.360 54.892
N 12.546 20.462 53.836
C 13.703 20.453 52.822
C 11.246 20.267 53.061
C 12.571 21.901 54.438
C 11.461 22.312 55.408
O 11.566 21.534 56.594
H 11.848 19.164 55.500
H 13.669 19.643 55.363
H 12.850 18.515 54.215
H 13.788 19.450 52.405
H 14.633 20.591 53.373
H 13.506 21.151 52.012
H 10.523 20.175 53.870
H 11.381 19.351 52.487
H 10.995 21.058 52.357
H 12.375 22.556 53.589
H 13.554 21.949 54.905
H 10.493 22.022 54.993
H 11.441 23.395 55.543
H 10.840 21.865 57.132
B 12.122 19.068 49.720
F 12.370 18.064 50.659
F 12.820 20.161 50.188
F 12.485 18.726 48.442
F 10.776 19.426 49.792
C 10.675 16.595 53.219
C 10.144 16.165 54.569
O 10.762 16.656 55.529
O 9.141 15.427 54.658
H 10.101 17.475 52.926
H 10.471 15.865 52.431
H 11.738 16.825 53.128
C 15.982 19.031 49.816
C 17.247 18.559 49.077
O 17.274 17.469 48.481
O 18.203 19.345 49.084
H 15.967 20.120 49.758
H 15.892 18.793 50.876
H 15.077 18.671 49.321
C 7.858 19.124 51.181
C 7.318 20.364 51.923
O 6.159 20.655 51.612
O 8.122 20.934 52.675
H 8.919 19.103 50.926
H 7.255 18.919 50.295
H 7.722 18.256 51.830
```

Calculated values
HOMO-LUMO gap in eV: 4.862
Highest occupied orbital energy in eV: -7.71
LUMO in eV: -2.85
Net charge: +1
Multiplicity: 1
Calculated total energy in Eh: -2919.91908